(1)
This record from the OMol25 dataset describes 2 unconnected molecules or ions with the total composition C3H4O3 at a distorted geometry. The level of theory is ωB97M-V with the def2-TZVPD basis set.

Results
LUMO, eV: 0.95
Gap between HOMO and LUMO, Ha: 0.41385
Energy relative to the best compared isomer or geometry (same formula, charge and spin), eV: 4.838

Geometry as ORCA input:
```
! wB97M-V def2-TZVPD RIJCOSX def2/J DEFGRID3
* xyz 0 1
C 3.25 0.19 -0.75
C -0.52 -1.05 -0.51
C -1.19 -0.19 0.48
O 3.93 -0.62 -1.16
O -0.22 -0.87 -1.91
O 0.84 -0.78 -0.89
H -0.60 -2.14 -0.44
H -0.45 -0.15 1.29
H -2.17 -0.71 0.82
H -1.34 0.83 0.04
*
```

***

(2)
This record from the OMol25 dataset describes 4 unconnected molecules or ions with the total composition C7H20NO3 at a distorted geometry. The level of theory is ωB97M-V with the def2-TZVPD basis set.

Results
LUMO (spin up / spin down), eV: -7.55 / -11.17
Expectation value of S²: 0.771
Gap between HOMO and LUMO (spin up / spin down), Ha: 0.34067 / 0.20764
Energy relative to the best compared isomer or geometry (same formula, charge and spin), eV: 3.135

Geometry as ORCA input:
```
! wB97M-V def2-TZVPD RIJCOSX def2/J DEFGRID3
* xyz 2 2
C -0.17 -2.70 -1.92
C -1.21 -1.50 -2.32
C -1.17 -0.53 -1.21
C -2.30 0.06 -0.62
C -2.37 1.07 0.47
C -1.74 0.60 1.54
C -1.73 1.34 2.85
N 1.22 -2.08 -1.70
H -0.21 -3.49 -2.70
H -0.47 -3.25 -1.25
H -2.23 -1.98 -2.33
H -0.83 -1.08 -3.31
H -0.17 -0.06 -0.73
H -3.27 0.20 -1.21
H -2.44 2.22 0.22
H -1.20 -0.34 1.46
H -0.92 0.98 3.51
H -2.65 1.10 3.32
H -1.87 2.46 2.64
H 1.73 -1.74 -2.58
H 1.95 -2.81 -1.16
H 1.23 -1.28 -1.02
H 2.79 0.55 -1.18
H 4.18 0.02 -1.65
O 3.19 -0.14 -1.73
H 2.41 1.93 0.90
H 2.84 1.12 2.26
O 2.82 1.16 1.19
H 0.81 3.22 2.26
H 0.60 2.33 3.37
O 1.18 2.62 2.64
*
```

***

(3)
This record from the OMol25 dataset describes a molecular structure, C6H8O6Ru at a distorted geometry. The level of theory is ωB97M-V with the def2-TZVPD basis set.

Results
LUMO (spin up / spin down), eV: -12.26 / -16.73
Expectation value of S²: 8.774
Gap between HOMO and LUMO (spin up / spin down), Ha: 0.33186 / 0.18256
Energy relative to the best compared isomer or geometry (same formula, charge and spin), eV: 0.000

Geometry as ORCA input:
```
! wB97M-V def2-TZVPD RIJCOSX def2/J DEFGRID3
* xyz 3 6
H 0.53 0.49 -1.62
O -0.66 -3.59 -3.32
C -0.69 -2.35 -3.28
O -1.33 -1.64 -4.07
O 0.00 -1.76 -2.21
Ru -1.76 -3.34 -4.95
C -0.52 -0.71 -1.63
C 0.18 -0.07 -0.54
C -0.63 0.83 0.35
C 0.16 1.62 1.37
O 0.62 0.74 2.40
C 1.33 1.29 3.37
O 1.55 2.47 3.51
O 1.73 0.33 4.19
H -1.59 -0.52 -1.81
H 0.97 -0.68 -0.08
H -1.34 0.15 0.86
H -1.22 1.54 -0.24
H -0.48 2.38 1.81
H 1.03 2.11 0.91
H 2.13 0.72 4.98
*
```

***

(4)
This record from the OMol25 dataset describes 2 unconnected molecules or ions with the total composition C5H13O. The level of theory is ωB97M-V with the def2-TZVPD basis set.

Results
LUMO, eV: 4.04
Gap between HOMO and LUMO, Ha: 0.23372
Energy relative to the best compared isomer or geometry (same formula, charge and spin), eV: 0.211

Geometry as ORCA input:
```
! wB97M-V def2-TZVPD RIJCOSX def2/J DEFGRID3
* xyz -1 1
C -2.38 1.20 0.46
O -1.21 1.37 -0.20
C -2.27 0.41 1.78
H -3.17 0.69 -0.14
H -2.81 2.20 0.74
H -3.24 0.40 2.31
H -1.51 0.84 2.44
H -1.97 -0.62 1.57
C 0.61 -0.87 -0.16
C 1.65 -0.01 -0.85
C 2.83 -0.79 -1.44
H 0.18 -1.64 -0.82
H -0.24 -0.16 0.04
H 1.00 -1.35 0.73
H 2.00 0.74 -0.14
H 1.15 0.57 -1.63
H 3.64 -0.13 -1.78
H 3.23 -1.45 -0.67
H 2.52 -1.41 -2.28
*
```

***

(5)
This record from the OMol25 dataset describes a single C4H5NOS2 molecule at a distorted geometry. The level of theory is ωB97M-V with the def2-TZVPD basis set.

Results
SMILES: C=CC(=S)S/C=N\O
LUMO, eV: -1.24
Gap between HOMO and LUMO, Ha: 0.29471
Energy relative to the best compared isomer or geometry (same formula, charge and spin), eV: 3.518

Geometry as ORCA input:
```
! wB97M-V def2-TZVPD RIJCOSX def2/J DEFGRID3
* xyz 0 1
C -1.00 -0.20 2.13
C -0.40 -0.18 0.94
C 1.09 -0.03 0.80
S 2.15 -0.11 2.02
S 1.65 0.27 -0.85
C 0.22 0.97 -1.66
N -0.49 0.28 -2.49
O -0.09 -1.03 -2.72
H -0.37 -0.40 3.09
H -2.10 -0.21 2.06
H -1.03 -0.12 0.06
H -0.18 1.94 -1.43
H 0.54 -1.17 -1.97
*
```

***

(6)
This record from the OMol25 dataset describes 2 unconnected molecules or ions with the total composition C5H11N4OS at a distorted geometry. The level of theory is ωB97M-V with the def2-TZVPD basis set.

Results
LUMO, eV: -3.27
Gap between HOMO and LUMO, Ha: 0.32344
Energy relative to the best compared isomer or geometry (same formula, charge and spin), eV: 4.454

Geometry as ORCA input:
```
! wB97M-V def2-TZVPD RIJCOSX def2/J DEFGRID3
* xyz 1 1
C -4.87 0.09 1.40
C 1.62 0.29 0.77
C 2.68 0.39 1.72
C 1.80 -1.00 -0.04
C -0.71 -0.84 -1.44
N -1.74 0.54 -0.32
N -2.69 0.75 0.46
N -0.18 0.02 -2.28
N -3.67 0.27 0.91
O 0.68 1.08 0.61
S 0.21 -1.87 -0.39
H -4.96 -0.40 2.38
H -5.67 0.17 0.71
H 2.80 1.43 2.12
H 2.46 -0.39 2.50
H 3.61 -0.14 1.27
H 2.47 -1.71 0.64
H 2.26 -0.64 -1.00
H -1.73 -1.37 -1.71
H -1.03 1.25 -0.15
H -0.84 0.57 -3.00
H 0.66 0.40 -2.12
*
```

***

(7)
This record from the OMol25 dataset describes a molecular structure, C11H34MnO11 at a distorted geometry. The level of theory is ωB97M-V with the def2-TZVPD basis set.

Results
LUMO (spin up / spin down), eV: -0.94 / -1.26
Expectation value of S²: 8.753
Gap between HOMO and LUMO (spin up / spin down), Ha: 0.31180 / 0.30026
Energy relative to the best compared isomer or geometry (same formula, charge and spin), eV: 0.000

Geometry as ORCA input:
```
! wB97M-V def2-TZVPD RIJCOSX def2/J DEFGRID3
* xyz 0 6
Mn 6.65 17.39 12.52
C 3.14 19.00 11.03
C 4.38 18.35 11.53
O 5.52 18.67 11.16
O 4.32 17.44 12.38
H 3.34 19.17 9.97
H 2.99 19.98 11.48
H 2.28 18.35 11.19
C 6.54 13.60 11.10
C 6.54 15.03 11.59
O 6.96 15.96 10.88
O 6.29 15.28 12.79
H 7.55 13.20 10.96
H 5.93 13.62 10.20
H 5.89 12.95 11.68
C 6.60 21.11 9.17
O 5.60 20.21 8.76
H 6.39 22.05 8.66
H 6.56 21.44 10.21
H 7.59 20.76 8.86
H 5.58 19.52 9.42
C 4.36 16.40 8.62
O 5.51 15.66 8.37
H 3.60 16.12 7.89
H 3.91 16.15 9.58
H 4.42 17.48 8.42
H 6.08 15.91 9.10
C 2.21 14.42 11.79
O 2.05 15.66 12.43
H 1.36 13.83 12.15
H 2.10 14.48 10.70
H 3.14 13.92 12.06
H 2.81 16.21 12.23
C 2.01 18.31 14.81
O 3.04 17.31 14.92
H 1.41 18.01 13.95
H 1.33 18.23 15.66
H 2.30 19.35 14.65
H 3.59 17.33 14.13
C 3.23 22.38 9.61
O 1.84 22.52 9.30
H 3.68 23.37 9.48
H 3.40 22.11 10.65
H 3.70 21.73 8.87
H 1.69 23.22 8.65
C -0.98 17.45 12.58
O -0.59 16.42 11.73
H -0.35 18.33 12.48
H -2.01 17.80 12.49
H -0.84 17.10 13.61
H 0.21 16.06 12.12
C 8.69 19.63 12.15
O 8.43 18.34 11.76
H 9.48 19.65 12.90
H 8.90 20.27 11.29
H 7.81 20.12 12.56
H 9.30 17.95 11.69
*
```

***

(8)
This record from the OMol25 dataset describes 2 unconnected molecules or ions with the total composition C19H39ClN4O2 at a distorted geometry. The level of theory is ωB97M-V with the def2-TZVPD basis set.

Results
LUMO, eV: -0.73
Gap between HOMO and LUMO, Ha: 0.12181
Energy relative to the best compared isomer or geometry (same formula, charge and spin), eV: 1.259

Geometry as ORCA input:
```
! wB97M-V def2-TZVPD RIJCOSX def2/J DEFGRID3
* xyz 0 1
C 5.65 -3.20 0.48
O 5.10 -1.90 0.36
C 5.74 -1.06 -0.58
C 5.01 -0.91 -1.90
C 3.68 -0.17 -1.80
C 2.61 -0.78 -0.95
N 1.34 0.05 -0.90
C 0.47 -0.74 -0.22
N -0.53 -0.29 0.54
N 0.77 -2.06 -0.41
C 1.92 -2.06 -1.37
C 2.64 -3.39 -1.31
C 2.09 -4.38 -2.30
C 2.63 -5.78 -2.05
Cl 2.54 -3.87 -3.96
H 6.17 -3.28 1.43
H 4.84 -3.92 0.51
H 6.31 -3.45 -0.34
H 6.76 -1.40 -0.76
H 5.83 -0.07 -0.13
H 5.65 -0.30 -2.52
H 4.92 -1.85 -2.42
H 3.28 -0.07 -2.81
H 3.89 0.85 -1.47
H 2.91 -0.85 0.09
H 1.45 0.94 -0.41
H -1.50 -0.43 0.24
H -0.38 0.22 1.39
H 1.00 -2.41 0.52
H 1.42 -1.85 -2.32
H 2.50 -3.82 -0.32
H 3.70 -3.30 -1.48
H 1.01 -4.43 -2.26
H 3.69 -5.69 -1.79
H 2.52 -6.41 -2.91
H 2.13 -6.19 -1.18
C -3.67 4.24 -0.64
C -3.06 3.11 0.22
C -2.52 3.73 1.51
C -3.60 4.16 2.51
C -4.87 3.30 2.41
C -4.64 1.91 1.80
N -4.08 2.08 0.46
O -3.82 0.88 -0.16
C -6.00 1.24 1.64
C -3.78 1.05 2.74
C -1.93 2.48 -0.54
H -4.05 3.83 -1.57
H -2.93 5.01 -0.88
H -4.51 4.72 -0.12
H -1.85 3.01 2.00
H -1.88 4.58 1.26
H -3.18 4.09 3.52
H -3.85 5.21 2.36
H -5.31 3.19 3.40
H -5.62 3.82 1.81
H -6.61 1.79 0.93
H -6.52 1.22 2.60
H -5.89 0.21 1.29
H -4.27 0.94 3.71
H -2.79 1.48 2.92
H -3.65 0.05 2.31
H -1.12 3.19 -0.74
H -2.25 2.07 -1.49
H -1.55 1.66 0.06
*
```

***

Q: Number 2 is which compound?
A: C7H20NO3

***

Q: What is the energy relative to the best compared isomer or geometry (same formula, charge and spin) in the third record?
A: 0.000 eV

***

Q: Which of these has the highest energy relative to the best compared isomer or geometry (same formula, charge and spin)?
A: C3H4O3